Entry 1:
15
Properties=species:S:1:pos:R:3:forces:R:3:lowdin_charge:R:1 method="wB97M-V/def2-TZVPD" max_force_ev_per_a=4.9 de_lowest_kcal_mol=22.35 e_homo_ha=-0.380 smiles=CC(C)(C)O homo_lumo_gap_ha=0.413
C 1.132283 -0.099262 -0.974586 -0.4 1.3 -0.1 -0.05
C 0.002223 -0.007585 0.040350 0.3 -0.2 -0.5 -0.76
C -1.145528 -0.940695 -0.349766 1.7 -1.6 2.5 -0.04
C -0.562401 1.359811 0.033438 0.3 4.7 1.6 -0.09
O 0.695544 -0.336809 1.265250 -3.6 -1.4 1.9 -0.08
H 1.429616 -1.137629 -0.925324 0.6 -0.1 -0.5 0.08
H 1.946316 0.606028 -0.600790 -0.9 -1.0 -0.9 0.11
H 0.694454 0.215542 -1.966206 1.0 -0.5 0.8 0.10
H -1.507357 -0.635595 -1.278345 -1.1 0.5 -1.4 0.06
H -1.902848 -1.018104 0.467586 0.3 0.3 -0.8 0.10
H -0.672030 -1.924140 -0.463576 -0.5 -0.1 -0.1 0.09
H 0.139315 2.079814 0.719341 -1.4 -1.5 -1.9 0.13
H -1.562199 1.517582 0.551720 1.0 -0.6 -0.7 0.09
H -0.639498 1.836329 -1.022371 0.1 -0.9 1.8 0.11
H -0.049579 -0.718967 1.899345 2.5 1.2 -1.7 0.15


Entry 2:
12
Properties=species:S:1:pos:R:3:forces:R:3:lowdin_charge:R:1 method="wB97M-V/def2-TZVPD" max_force_ev_per_a=1.7 de_lowest_kcal_mol=107.75 e_homo_ha=-0.146 charge=-1 homo_lumo_gap_ha=0.298
C 1.017872 -1.514855 0.313213 0.4 1.6 0.0 -0.13
N 2.601040 -1.636006 -0.284055 0.0 -0.6 -0.1 -0.04
C 2.091254 -0.442974 0.213926 1.0 0.1 0.4 -0.33
C -2.050589 0.974354 -0.210670 0.8 -0.5 -0.5 -0.74
O -2.170514 1.313581 0.976552 -0.2 0.1 0.2 -0.15
O -1.289351 1.411695 -1.107305 -0.1 0.1 0.1 -0.17
H 0.810508 -1.573373 1.355645 -0.5 -0.4 0.7 0.10
H 0.270823 -1.330568 -0.418970 -0.7 -0.3 -0.3 0.09
H 1.708971 -2.465824 0.213347 0.5 -0.5 -0.4 0.09
H -2.636428 0.067039 -0.548530 -0.3 0.1 0.2 0.08
H 2.531522 -0.095410 1.161681 -0.4 0.1 0.0 0.09
H 1.873043 0.359168 -0.475448 -0.3 0.1 -0.2 0.10


Number 1: electronic energy -233.6093 hartree. Number 2: electronic energy -323.0465 hartree.